ORCA calculation (ωB97M-V/def2-TZVPD) on C40H50As2BrN2O2S2Ti as an isolated structure.

The geometry in XYZ format:
```
100
Properties=species:S:1:pos:R:3:forces:R:3
Ti -0.879229 0.491305 0.441003 -0.03 0.55 0.01
C -0.239384 -3.610143 1.721122 0.05 -0.19 -0.08
C 0.038214 -2.167256 1.434815 -0.17 0.28 0.02
N -0.939946 -1.429241 0.828632 -0.10 -0.38 0.18
N -2.161861 -2.085706 0.629983 0.25 0.05 0.11
C -3.179608 -1.342613 0.891617 -0.23 -0.11 0.01
S -3.148566 0.302867 1.489263 -0.13 -0.25 -0.17
S -4.787765 -2.124429 0.651074 0.19 0.15 0.06
C -4.583689 -3.541947 1.776433 -0.01 -0.13 0.13
C -4.762319 -3.195582 3.231645 -0.02 0.01 -0.17
C -3.761767 -2.533030 3.939479 -0.05 -0.01 0.01
C -3.951663 -2.196889 5.270185 0.03 0.01 0.00
C -5.136957 -2.522471 5.914881 -0.03 0.01 0.04
C -6.138263 -3.182664 5.218435 0.01 0.00 -0.01
C -5.949593 -3.512289 3.883998 0.03 0.01 0.03
C 1.206520 -1.497232 1.950446 0.20 -0.12 0.07
C 2.361124 -2.236008 2.301196 0.02 -0.01 -0.02
C 3.488897 -1.662162 2.857297 0.02 -0.08 -0.02
C 3.526239 -0.293662 3.097987 -0.04 0.08 -0.02
C 2.420114 0.476338 2.768031 0.18 -0.08 -0.01
C 1.275229 -0.083559 2.206750 -0.42 -0.10 0.01
O 0.247031 0.727625 1.969350 0.27 0.00 -0.05
H -0.989220 -3.721959 2.512997 -0.05 0.06 0.03
H -0.645235 -4.126824 0.849671 0.02 0.03 -0.02
H 0.649692 -4.140374 2.049147 0.01 0.01 0.01
H -5.342156 -4.267523 1.477047 0.01 0.02 -0.04
H -3.603114 -3.979788 1.590638 0.00 0.07 -0.07
H -2.842254 -2.255771 3.442030 0.06 0.00 -0.05
H -3.168956 -1.668836 5.799417 0.00 0.00 0.02
H -5.281729 -2.256910 6.954579 0.00 0.00 0.01
H -7.067945 -3.440634 5.710748 0.00 0.01 0.01
H -6.736218 -4.020617 3.338052 -0.01 -0.01 -0.01
H 2.376673 -3.300795 2.110465 0.02 0.00 0.00
H 4.342900 -2.286105 3.093038 0.00 0.00 0.01
H 4.405609 0.169354 3.528768 0.01 0.01 0.01
H 2.402807 1.546089 2.937943 0.01 0.02 0.01
C -4.116398 2.020197 -1.495803 0.01 0.12 0.01
As -2.568233 0.872290 -1.768814 0.01 -0.27 -0.13
C -1.756729 1.811864 -3.276768 -0.02 0.00 -0.10
C -3.424135 -0.628261 -2.715998 -0.07 0.15 0.05
C -4.764632 -0.563498 -3.091821 -0.01 -0.05 0.05
C -5.381198 -1.641289 -3.708232 -0.03 -0.02 -0.01
C -4.662958 -2.800739 -3.956728 0.00 -0.02 -0.01
C -3.326743 -2.868517 -3.595229 -0.02 -0.03 0.01
C -2.698920 -1.793202 -2.977468 0.15 0.02 -0.01
As -0.788643 -1.817849 -2.527809 -0.02 0.20 0.07
C -0.154496 -1.869539 -4.392227 0.03 -0.11 -0.02
C -0.560468 -3.714818 -2.108855 -0.03 -0.06 -0.02
H -4.509014 2.389615 -2.444321 -0.02 0.00 0.04
H -3.788492 2.861902 -0.884055 -0.02 -0.01 -0.04
H -4.881158 1.480107 -0.940384 0.04 0.00 0.00
H -2.429071 1.810887 -4.136080 0.05 0.03 0.01
H -0.813301 1.329651 -3.530936 -0.01 -0.01 0.02
H -1.544541 2.835249 -2.964462 0.00 -0.02 0.00
H -5.351069 0.322436 -2.887881 0.02 0.02 -0.01
H -6.427403 -1.577923 -3.981508 0.00 0.00 0.00
H -5.140759 -3.649781 -4.430232 -0.01 0.00 0.01
H -2.768210 -3.777660 -3.788947 0.01 0.00 -0.01
H -0.634067 -2.675223 -4.949780 0.01 0.00 -0.02
H 0.926595 -2.016448 -4.390854 -0.01 0.00 -0.02
H -0.377919 -0.918402 -4.874537 0.00 0.02 0.01
H -0.592992 -4.335911 -3.005011 -0.01 -0.03 0.02
H -1.346613 -4.008807 -1.415010 -0.02 0.02 0.02
H 0.402502 -3.837748 -1.612795 0.00 -0.01 -0.03
C 5.721388 4.701730 0.315025 0.02 0.02 -0.01
C 4.261980 5.081443 0.563891 0.01 -0.02 0.00
C 4.099589 5.397482 2.056392 0.02 0.00 0.02
C 3.945784 6.341351 -0.252580 0.00 0.00 -0.01
C 3.302884 3.961361 0.169311 -0.12 0.10 0.04
C 1.933435 4.118088 0.383971 0.13 -0.02 -0.01
C 1.078333 3.108044 0.024165 0.14 0.02 -0.03
Br -0.786443 3.355614 0.347807 -0.06 0.06 0.01
C 1.472901 1.882573 -0.558426 -0.14 0.03 -0.04
O 0.559766 0.988495 -0.876228 -0.03 0.00 0.09
C 2.859155 1.724613 -0.768330 0.05 0.02 -0.06
C 3.711995 2.771781 -0.407215 -0.03 -0.11 -0.01
C 3.522448 0.497489 -1.422666 -0.10 0.05 0.03
C 2.612711 -0.722428 -1.579089 -0.04 -0.02 -0.04
C 3.998072 0.907228 -2.823482 0.04 -0.01 -0.03
C 4.728926 0.047866 -0.584685 0.05 -0.02 -0.02
H 6.369565 5.525324 0.621907 0.01 0.01 0.01
H 5.912574 4.503737 -0.740774 -0.01 0.00 -0.03
H 6.009810 3.816923 0.883997 -0.01 -0.02 0.03
H 4.798771 6.181316 2.357855 0.02 0.03 0.01
H 4.292220 4.510999 2.661996 0.02 -0.03 0.00
H 3.091662 5.741885 2.285933 -0.04 0.01 0.00
H 4.609857 7.160586 0.033912 0.02 0.02 0.01
H 2.918155 6.668628 -0.093693 -0.03 0.01 0.01
H 4.072360 6.151378 -1.319658 0.01 -0.02 -0.02
H 1.533849 5.016600 0.834600 -0.02 0.02 0.01
H 4.766583 2.626490 -0.588460 0.02 0.01 0.00
H 1.797155 -0.529311 -2.271300 -0.02 0.02 0.00
H 2.170839 -1.032387 -0.634089 0.01 -0.02 0.09
H 3.217734 -1.549073 -1.965648 -0.02 -0.01 -0.02
H 3.147659 1.178075 -3.452536 -0.02 0.01 0.00
H 4.526034 0.077325 -3.301389 0.00 -0.02 -0.01
H 4.674338 1.763117 -2.781834 0.02 0.01 0.00
H 4.436668 -0.131090 0.449289 -0.05 -0.02 0.06
H 5.543278 0.773744 -0.591651 0.01 0.02 0.01
H 5.123417 -0.886138 -0.991939 0.02 0.00 -0.02
```
Forces are in eV/Å.

Calculated values
Energy above the lowest of the compared OMol25 structures with the same formula, charge and spin (kJ/mol): 22.5
HOMO level (alpha / beta) (eV): -2.19 / -4.82
HOMO-LUMO gap (alpha / beta) (eV): 4.62 / 7.24
Max |F| (eV Å⁻¹): 0.5
Net charge: -1
Multiplicity: 3

Löwdin atomic charge list, values in e, 4 entries: Ti 0.475; C -0.048; C -0.266; N -0.185

---

ORCA calculation (ωB97M-V/def2-TZVPD) on a 2-piece molecular cluster, C2H5NO overall in a non-equilibrium geometry.

The geometry in XYZ format:
```
9
Properties=species:S:1:pos:R:3:forces:R:3
N -0.860572 -0.546219 1.303387 0.56 -0.27 0.49
C 0.358897 -0.573529 1.192698 0.40 -0.49 1.00
O 1.514625 -0.583539 1.051310 -0.78 0.05 -0.01
H -1.265353 -0.899396 2.148596 -0.19 -0.17 0.40
C 0.062420 0.529671 -1.136857 -0.29 0.24 -0.46
H 0.767005 1.293176 -0.788308 -0.28 -0.14 -0.08
H -0.611462 0.935804 -1.877057 0.24 0.29 -0.66
H 0.622952 -0.319895 -1.543255 -0.25 0.19 0.08
H -0.649115 0.230779 -0.365347 0.60 0.30 -0.75
```
Forces are in eV/Å.

Calculated values
Energy above the lowest of the compared OMol25 structures with the same formula, charge and spin (kJ/mol): 116.8
HOMO level (eV): -11.23
HOMO-LUMO gap (eV): 12.00
Max |F| (eV Å⁻¹): 1.2
Multiplicity: 1
SMILES: N=C=O.C

natural (NBO) atomic charge list, values in e, 4 entries: N -0.815; C 0.893; O -0.487; H 0.418